# 1
The following is a quantum chemistry calculation of a cluster of 2 separate species, C8H18ClNO9P2S in total, from the Open Molecules 2025 dataset.

Structure (XYZ):
```
40
Properties=species:S:1:pos:R:3
O -8.76543 1.04628 -0.06383
P -1.93722 1.19937 -0.45235
H -2.01179 -0.34153 2.31047
S 3.75569 1.88612 0.78662
O -6.98925 1.92838 -1.59093
C 0.79544 -1.87734 0.99220
H 0.62282 -2.92261 0.64522
H 4.47332 -1.34774 -1.14533
H -3.49810 1.74970 0.90987
H 5.26880 0.00032 0.75879
H -0.56911 0.46421 1.66971
O -6.74695 -0.36049 -0.60874
C 4.09849 -0.30349 -1.04026
H -2.54454 -1.24791 0.10337
H 4.79062 0.33995 -1.62822
H 2.22520 0.82962 -1.37916
C 1.72831 -1.36063 -1.34517
H 2.29767 -2.27002 -1.05121
H 2.80126 -0.11690 -2.76666
H 0.22536 -1.32681 2.89367
C 2.67333 -0.14437 -1.65738
O -1.65394 1.33984 -2.10944
P -7.25666 1.06574 -0.34869
H -0.85174 -2.44498 2.13750
O -3.49116 1.69824 -0.05348
H -2.33440 1.86809 -2.54763
H 1.15807 -1.56035 -2.27790
H 1.78915 -1.79164 1.48043
O -6.52087 1.64619 0.87032
Cl 3.84649 3.15089 -0.95424
C 4.19519 0.11296 0.46202
O 2.35929 1.85029 1.33492
H 0.85788 0.11057 -0.02584
O 4.67933 2.48143 1.81156
H 3.61391 -0.53987 1.16841
C -1.16066 -0.48313 1.60838
N -0.27275 -1.60241 2.01974
C -1.64353 -0.59444 0.11562
O -0.66607 -1.17104 -0.76740
C 0.65853 -0.96050 -0.26496
```

The calculation puts the highest occupied orbital energy at 0.976 eV. For the total energy, the calculation gives -70434.7645 eV. The calculation puts the molar mass at 401.7 g/mol. Its LUMO energy is 2.37 eV. As for the total charge: -2. The orbital gap comes out at 1.4 eV.


# 2
The following is a quantum chemistry calculation of a structure of composition C47H54BiBrN12OPSe, from the Open Molecules 2025 dataset.

Structure (XYZ):
```
118
Properties=species:S:1:pos:R:3
C 4.42750 -0.52951 -2.52681
N -6.90510 1.39811 -3.31472
H -0.45831 -1.41835 5.65541
H -2.16182 3.68659 -0.27864
H -5.65603 5.19633 -3.76424
C -2.11996 4.73591 0.02141
H -0.49955 -0.09687 -7.11420
C 2.93428 -4.07654 -0.52198
H 0.26251 1.87781 -3.54269
H 1.97992 2.83396 1.69430
C -1.73636 2.50443 4.32453
C -3.37092 -3.70356 -2.78332
H 0.49988 2.81230 5.62272
C -7.04333 -2.89533 -3.02039
N -6.44647 2.67556 -3.53865
H 2.03198 5.59346 0.08560
C -0.38783 0.68058 -6.37564
C 0.62089 3.17954 4.59859
H -1.11201 4.64707 5.92382
C -5.87640 0.61458 -3.41211
H -3.70527 -0.93636 -3.12951
C -3.73416 5.95878 -4.38984
H -2.51050 -1.96226 -0.71909
N 3.62481 0.66349 -0.63044
N -0.68318 1.93750 -6.63192
H 3.07892 4.19053 1.37183
H 0.83586 -2.26490 -3.16287
Br -2.22993 -0.60873 2.17550
H 4.02834 2.66116 -0.53634
C 3.17059 -1.70859 -0.67840
P -0.55809 3.81143 2.15901
H 1.92580 -4.75639 1.23540
H -3.23491 3.11035 1.94951
N 0.05417 0.44223 -5.11899
H 1.34826 3.98872 4.63588
C -0.16106 -2.38701 -2.77048
H -2.66030 2.25922 -4.52707
C 2.25330 3.84592 2.00180
N -0.45483 2.43006 1.51033
Bi -0.67534 0.63917 0.40395
H 2.20532 6.54924 2.36040
O -4.76146 1.29613 -3.72735
N -2.15347 -2.95993 -2.57549
C 0.71489 -0.77190 3.97344
H -1.30623 5.22339 -0.51105
N -0.56836 -1.83593 -1.59897
N -1.08573 -3.08118 -3.40273
H -1.28310 6.91178 1.34212
C -5.17913 2.57394 -3.78514
C -2.01459 4.86503 1.54416
H 1.02596 2.37217 3.98788
H -3.51167 -4.36009 -1.92169
N 2.49220 -1.54055 0.45239
C -5.84466 -0.83197 -3.23881
C 4.16612 1.76425 -1.12954
H -0.47465 4.39260 -6.29601
C 3.39519 -2.97502 -1.21722
C -0.64463 3.96166 -5.30994
C -2.94865 3.30261 -4.51297
C -4.62830 -1.50818 -3.13011
H -5.83155 -4.64648 -2.78264
H -1.67995 1.75107 3.53807
H -3.41242 4.39391 3.17108
C 2.26310 -3.89840 0.67101
C 2.04291 -2.59713 1.12343
H 5.52293 0.60434 -3.98149
H -1.50337 2.01164 5.27451
H -4.15443 4.56903 1.58124
H 5.28388 2.73408 -2.69442
H -4.03493 6.99766 -4.34310
C -4.24275 3.63498 -4.12410
C 0.01618 1.63429 -4.56507
C -3.27490 4.19056 2.10964
C 1.29115 6.05428 2.70627
H 0.34320 6.07339 0.21723
H 1.43257 5.81847 3.76042
C 3.74361 -0.47730 -1.31307
H 0.75772 4.41698 -0.27016
C -4.62798 -2.88125 -2.95571
C -5.83773 -3.57015 -2.92013
H -3.21790 -4.33118 -3.65984
C 0.03643 -3.02035 4.30350
H -2.76585 2.85434 4.38166
C 0.05878 -1.71573 4.75300
C 1.06070 4.80469 1.85104
H -3.05558 5.19883 -0.31269
H -1.77255 6.49716 2.99189
H -7.97562 -0.96040 -3.23494
C 4.99225 0.62700 -3.03768
C -1.15838 4.88693 4.85576
Se -2.63331 1.20924 -1.12588
C -7.05248 -1.51917 -3.16749
C -2.04744 4.29703 -4.84690
N 1.34158 -1.06473 2.84519
H 4.52658 -1.45774 -3.07193
H -7.97583 -3.44272 -2.96924
C 4.86776 1.80518 -2.32709
N -0.41155 2.54485 -5.45551
H 0.47231 6.76785 2.61816
C 1.33181 -2.32612 2.41269
C 1.03566 5.24827 0.38087
C -0.73955 3.64639 4.06328
C -1.82090 -2.21244 -1.51306
H -2.99158 6.76820 1.74496
H -2.18176 5.19285 4.64019
C -4.64560 4.96552 -4.07270
C 0.67672 -3.33320 3.11498
H 3.95099 -3.10822 -2.13445
C -2.00078 6.34509 1.93764
H -0.49543 -3.78697 4.85324
C -2.44163 5.62836 -4.77246
H -1.74012 6.41445 -5.03099
H 0.71932 0.27253 4.26271
H 2.62786 3.80814 3.02275
H 0.65900 -4.34744 2.73925
H 3.11337 -5.07406 -0.90453
H -0.49698 5.73660 4.68117
H 0.08842 4.37920 -4.61818
```

The calculation puts the highest occupied orbital energy at -3.822 eV. For the total energy, the calculation gives -220065.4907 eV. The calculation puts the molar mass at 1201.9 g/mol. Its LUMO energy is 2.22 eV. As for the total charge: -1. The energy relative to the best compared isomer or geometry (same formula, charge and spin) is 0.0887 eV. The orbital gap comes out at 6.0 eV.


# 3
The following is a quantum chemistry calculation of the ion C4H7N2O5S with charge -1, from the Open Molecules 2025 dataset.

Structure (XYZ):
```
19
Properties=species:S:1:pos:R:3
H -0.69527 -0.34888 2.59765
H 0.14375 -0.66858 -2.29876
O 1.07747 -0.44438 0.81809
O 1.97976 -1.99996 -0.89989
H 1.87137 1.40870 -0.75377
S 0.72512 -1.69617 -0.20304
C 0.19379 0.54744 0.96072
C -1.07329 0.18050 1.75131
H 1.06569 2.84025 -0.89548
H 2.23026 2.67103 0.52235
H -1.51429 -0.60710 1.27196
C 1.44646 2.17810 -0.26955
N -1.64784 -1.02796 -1.39808
H -1.67373 0.96168 1.81472
O -2.26771 -1.49172 -0.45012
C -0.30525 -0.86009 -1.29848
N 0.33922 1.75186 0.59478
O -2.18572 -0.58649 -2.44478
O 0.29020 -2.80822 0.58037
```

The calculation puts the highest occupied orbital energy at -5.050 eV. For the total energy, the calculation gives -28310.8746 eV. The calculation puts the molar mass at 195.2 g/mol. Its LUMO energy is 3.62 eV. As for the total charge: -1. The energy relative to the best compared isomer or geometry (same formula, charge and spin) is 4.1448 eV. The orbital gap comes out at 8.7 eV.


# 4
The following is a quantum chemistry calculation of a cluster of 2 separate species, C2H2Cl2NP in total, from the Open Molecules 2025 dataset.

Structure (XYZ):
```
8
Properties=species:S:1:pos:R:3
Cl -3.98658 1.61708 -0.60448
N -0.63640 1.83353 2.08116
H 0.22155 -0.77136 0.45530
H 0.04317 0.58575 -0.79058
C -0.29466 1.12440 1.22364
P -3.36583 -0.10436 0.18709
Cl -3.18341 0.43910 2.09546
C 0.01601 0.26295 0.23477
```

The calculation puts the highest occupied orbital energy (alpha / beta) at -9.577 / -8.374 eV. For the total energy, the calculation gives -37928.4780 eV. The calculation puts the molar mass at 141.9 g/mol. Its LUMO energy (alpha / beta) is -1.30 / -1.51 eV. The energy relative to the best compared isomer or geometry (same formula, charge and spin) is 1.9477 eV. The orbital gap (alpha / beta) comes out at 8.3 / 6.9 eV.


# 5
The following is a quantum chemistry calculation of a structure of composition C32H72N3NbO24PS, from the Open Molecules 2025 dataset.

Structure (XYZ):
```
134
Properties=species:S:1:pos:R:3
O -1.08122 9.53173 -1.56613
H -9.14282 0.08290 2.70560
O -0.50862 -9.73006 -4.14580
H 3.51141 3.30909 7.78514
N 3.88155 2.13957 -3.44734
H -0.84703 -1.39375 -5.50258
H 1.23366 -13.30830 -4.68952
H 4.96502 -1.03377 -0.59180
O 0.74735 -1.99140 -4.45151
C 0.71953 -13.72169 -3.82251
H -0.94863 -8.92531 -6.02015
O -0.49327 -2.72557 -1.56207
H 1.12572 10.51659 -2.33710
H -2.05061 0.12158 3.72460
C 3.59474 3.94263 8.67297
H 4.42580 1.29137 -3.48356
P -1.75353 2.21723 -1.80541
H 0.03953 10.86227 -3.71064
N -0.04373 1.31826 0.89256
H 4.20834 -2.00036 -1.82091
H -2.81673 -0.80044 -2.62383
C 2.04709 2.61050 4.09912
O 0.89588 1.19746 -0.06862
O 2.30980 5.24556 10.30008
O -5.74591 1.50538 2.94714
H 4.00286 3.34749 9.49292
H 1.87780 2.92489 -2.07351
C 2.50178 1.88725 -3.89563
H -1.95526 7.46932 -0.49192
H 6.66016 1.47576 6.94365
H -8.21027 1.55767 2.39020
O 5.74978 0.91953 5.15418
H 2.06796 1.44135 5.92308
C 3.30002 8.34023 11.50880
H 4.30917 4.73802 8.45884
H 0.84961 -2.47068 -3.61725
C -0.68569 8.68391 -2.32539
H -0.42831 -4.04305 -4.15363
O -5.02878 -0.53474 2.27786
H -0.43071 -7.79386 -4.76601
H -3.14837 -2.36824 -1.86731
H -1.26915 -13.40375 -4.61614
H 0.99728 2.89145 4.15732
H 1.84497 5.14825 8.27074
C -2.76618 -1.36930 -1.70119
O -1.40572 -5.65986 -4.89540
H 0.76406 -8.84084 -5.52758
O -0.35393 -11.38607 -5.67509
C 0.78983 10.17880 -3.31498
H 3.12796 8.69488 12.52140
H 1.65701 0.53658 4.47425
H 2.31644 2.48711 3.05231
C -2.05071 3.15987 -3.36176
H 0.76112 2.96825 -3.39062
O 3.64574 0.86096 4.69148
H -1.27403 3.90242 -3.50843
H 1.53654 3.70957 9.23153
H -8.18916 0.81292 4.01176
C -1.07869 -4.81834 -3.76277
O 4.36524 2.30717 6.27558
O -0.69182 -11.76949 -3.46945
C 4.38133 -0.97718 -1.51010
C -3.11223 -0.12315 3.72608
H 1.29601 -13.44998 -2.93752
H 0.50356 -6.11402 -3.08828
H -3.08799 -0.77310 1.69014
H -4.30443 7.15809 -1.34958
O -7.14640 -0.22420 2.55046
C 1.44192 2.30880 -2.85661
C -0.36923 -5.59761 -2.68008
H -2.96650 3.72853 -3.21321
H -3.67495 7.14353 -3.00920
H 4.98570 -0.41494 -2.21168
C -8.22700 0.61917 2.94029
H 7.71652 0.89385 5.64419
H -2.21061 2.53912 -4.23229
O -1.45302 3.46810 -0.72000
H 2.82960 -0.59374 -0.14115
H 1.74665 -1.55817 -1.88681
O 0.22158 2.15154 1.69771
H -0.04861 -4.92880 -1.88638
Nb 0.22693 0.59647 -1.96371
S -1.05873 -1.43349 -1.07963
O 3.11491 7.05842 9.21051
C 2.76907 6.48824 10.21259
C 2.29365 1.32907 4.86245
C -0.50232 -10.99678 -4.54399
H 4.37003 8.33991 11.30537
H 0.70459 -14.80802 -3.91452
C -3.50830 7.52102 -1.99920
C -2.49635 -6.40304 -4.76689
H -3.32055 -0.81547 -0.95778
H -3.87045 -8.41846 -6.85554
H -1.20547 -13.62962 -2.87391
H 0.08590 0.66273 -4.81121
H -0.50497 3.66403 -0.78245
C -2.15919 7.06800 -1.48339
H -3.58105 -8.82649 -5.15243
C -5.94101 0.36194 2.62245
C -3.76152 -8.01122 -5.85345
H 1.63793 10.14596 -3.99317
H -1.02411 -6.35758 -2.25060
H 2.35132 2.51106 -4.77815
O 2.78315 7.01182 11.44584
C -0.69037 -13.17899 -3.72079
C 3.06598 -0.25741 -1.14577
O -1.10963 7.42710 -2.39920
C -0.26995 -8.77295 -5.18966
C 4.55848 1.44433 5.45189
H -1.51808 0.44520 -4.12118
H -1.26012 -1.88962 -3.90635
H -3.56401 0.90876 1.88023
C 6.84131 1.49612 5.87109
H 2.64884 3.42810 4.49994
N 1.98638 -0.58448 -2.07779
H 3.29537 0.79574 -1.15233
H 7.01326 2.51891 5.53889
H -1.97463 -4.33221 -3.38386
H -3.24860 -1.11528 4.15963
H 2.36836 0.86577 -4.22822
C -0.50196 -1.35269 -4.46869
H -3.56547 8.60891 -2.04305
C -3.65627 -0.08528 2.31544
O 0.26668 8.85327 -3.24875
H -3.63320 0.58914 4.36776
C -0.47427 0.12791 -4.05220
C 2.24933 4.51396 9.05850
O -2.63862 -7.13087 -5.88824
H 2.78621 8.99419 10.80770
H -4.66977 -7.47809 -5.58272
O -1.19184 -1.49361 0.38707
O -3.24125 -6.43353 -3.82303
H -2.12870 5.98233 -1.40605
H 3.89939 2.54407 -2.52507
```

The calculation puts the highest occupied orbital energy at -5.111 eV. For the total energy, the calculation gives -109634.6141 eV. The calculation puts the molar mass at 1038.9 g/mol. Its LUMO energy is 1.11 eV. As for the total charge: -1. The energy relative to the best compared isomer or geometry (same formula, charge and spin) is 1.7418 eV. The orbital gap comes out at 6.2 eV.


# 6
The following is a quantum chemistry calculation of a structure of composition C17H12CaF11N6O7S4, from the Open Molecules 2025 dataset.

Structure (XYZ):
```
58
Properties=species:S:1:pos:R:3
N -1.82787 -3.15739 -1.32253
C 3.05621 -1.44817 -2.05186
H 0.75217 -0.54449 -1.66642
F -6.04806 1.45521 0.91818
C -2.19240 -1.44730 -2.48457
O 1.73380 1.22222 2.37080
S -0.11911 -0.02346 4.82403
Ca 0.25480 -0.23278 1.56210
F 4.34826 0.47579 4.98742
O -0.34427 -0.82058 3.61155
H -2.12193 -0.20518 -4.21169
C -3.77099 2.08243 0.81554
C -2.01913 0.37394 0.90506
C 3.15171 -0.43605 -1.09967
H 3.85303 -0.07056 0.78688
H 3.57021 -1.68569 0.47745
C 2.37779 0.15217 -3.72883
H 2.36045 2.19351 -3.09849
C -1.22163 1.44820 4.59312
O 1.64322 -0.70152 -6.06385
N -2.72017 -2.60379 -2.18356
C -3.03920 -0.54063 1.01751
C -4.75277 1.10959 0.91782
F -1.27371 2.14743 5.72032
F -2.75173 -1.86915 1.15341
F 4.58464 1.25597 2.98062
H -2.01353 -4.03538 -0.87386
F -1.52110 2.67923 0.73390
N -0.17203 -0.16940 -1.88246
N 3.29992 -0.73719 0.26861
S 0.48407 -2.60810 0.04383
C -0.77811 -2.36960 -1.07137
C 2.95464 0.88701 -1.50243
F 3.56823 2.43311 4.48627
C 3.77727 1.20618 4.04006
H 3.21869 -2.47586 -1.75258
H -3.73859 -0.78842 -3.72736
O 1.94242 1.71606 -5.76117
F -0.75803 2.22461 3.61912
C -2.78020 -0.42077 -3.36912
N 1.34695 0.59060 4.81352
O 0.06095 0.57748 -4.72707
H 3.03716 1.68594 -0.77239
O 2.48271 -0.95554 3.15152
H -2.92794 0.50580 -2.81214
F -5.34500 -1.15802 1.13154
S 2.20243 0.41252 3.50332
H -0.11532 0.12129 -2.88640
F -2.43826 1.03240 4.27448
C 2.56929 1.17377 -2.80326
H 2.52036 -1.94072 -4.07833
S 1.44268 0.46545 -5.22642
F -4.12636 3.37340 0.72735
N -1.00137 -1.29185 -1.83909
O -0.50462 -0.56649 6.07735
C 2.66341 -1.15209 -3.35223
C -4.38861 -0.22217 1.02264
C -2.44541 1.67703 0.81382
```

The calculation puts the highest occupied orbital energy at -6.147 eV. For the total energy, the calculation gives -132772.5947 eV. The calculation puts the molar mass at 789.6 g/mol. Its LUMO energy is 1.96 eV. As for the total charge: -1. The energy relative to the best compared isomer or geometry (same formula, charge and spin) is 0.0000 eV. The orbital gap comes out at 8.1 eV.


# 7
The following is a quantum chemistry calculation of a cluster of 2 separate species, C5H13NO in total, from the Open Molecules 2025 dataset.

Structure (XYZ):
```
20
Properties=species:S:1:pos:R:3
H 2.78191 -1.29980 2.38785
H -3.11401 -0.20701 -2.81782
H -3.21150 1.37540 -2.18324
C -1.46182 0.21407 -1.42834
H 3.88524 -1.48560 1.07484
O 3.24089 0.60905 -0.04216
C 1.66866 0.93885 1.68296
H -0.42930 -0.86531 0.19585
H 1.68130 2.00425 1.49037
C -1.37767 -0.86196 -0.35826
H -0.87298 -0.12714 -2.27367
H -1.35503 -1.86328 -0.79145
C 2.80197 0.23522 1.03017
H -2.11647 -0.77249 0.43843
H -1.21528 1.20760 -1.05996
C -2.94073 0.35227 -1.89761
H 1.61288 0.70753 2.74523
N 3.33968 -0.87348 1.64667
H 0.71766 0.61245 1.25961
H -3.63542 0.09938 -1.09947
```

The calculation puts the highest occupied orbital energy at -9.786 eV. For the total energy, the calculation gives -8933.6449 eV. The calculation puts the molar mass at 103.2 g/mol. Its LUMO energy is 0.81 eV. The energy relative to the best compared isomer or geometry (same formula, charge and spin) is 0.3659 eV. The orbital gap comes out at 10.6 eV.


Number 7 is which compound?
C5H13NO